[1]
Formula: C10H22F6LiN3O6S2
Source: the Open Molecules 2025 dataset
Level of theory: ωB97M-V/def2-TZVPD

Summary:
Orbital gap = 0.364 Eh
HOMO = -9.825 eV
ΔE to the lowest compared entry with this formula, charge and spin = 1.581 eV
DFT total energy = -65662.302 eV

Last column: Mulliken charge in e.
CARTESIAN COORDINATES (ANGSTROEM)
Li -0.228 0.001 0.884  1.102
C -3.640 -1.211 1.182  0.699
F -3.897 0.017 1.568  -0.223
F -4.675 -1.988 1.390  -0.217
F -3.345 -1.178 -0.118  -0.227
S -2.139 -1.937 2.084  0.872
O -2.650 -2.671 3.216  -0.585
O -1.413 -2.752 1.131  -0.683
N -1.191 -0.595 2.446  -0.610
S -1.390 -0.219 4.006  0.879
O -2.760 0.029 4.392  -0.602
O -0.647 -1.082 4.891  -0.616
C -0.541 1.488 4.045  0.613
F -1.306 2.410 3.479  -0.220
F -0.212 1.830 5.286  -0.207
F 0.601 1.369 3.345  -0.258
C -2.059 -0.473 -3.009  -1.406
C -0.739 -1.173 -2.652  0.435
C 0.459 -0.471 -3.296  -0.904
O 1.722 -0.904 -2.783  -0.252
C 1.988 -2.258 -3.164  -0.771
N -0.599 -1.265 -1.168  0.092
H -1.970 0.607 -2.885  0.291
H -2.794 -0.871 -2.315  0.291
H -2.376 -0.648 -4.038  0.415
H -0.754 -2.174 -3.093  0.219
H 0.432 0.605 -3.112  0.333
H 0.397 -0.590 -4.380  0.422
H 1.847 -2.428 -4.234  0.350
H 1.325 -2.929 -2.617  0.282
H 3.039 -2.463 -2.976  0.245
H -0.833 -2.176 -0.793  0.184
H 0.357 -1.026 -1.003  0.175
C 3.788 0.944 -0.163  -1.623
C 2.454 1.002 0.616  0.407
C 1.552 2.162 0.136  -0.940
O 0.227 2.015 0.625  0.034
C -0.571 3.185 0.546  -1.027
N 1.796 -0.300 0.339  -0.624
H 4.322 0.069 0.205  0.453
H 4.463 1.750 0.157  0.439
H 3.668 1.054 -1.236  0.355
H 2.573 1.086 1.698  0.429
H 1.526 2.028 -0.956  0.216
H 1.946 3.155 0.352  0.517
H -0.014 4.072 0.881  0.360
H -1.372 3.165 1.276  0.274
H -0.768 3.340 -0.518  0.322
H 2.264 -1.006 0.908  0.171
H 2.138 -0.595 -0.575  0.121

Forces on atoms 1 to 2 (eV/Å):
Li 0.1902 0.1703 -0.5030
C 1.1338 -0.2494 0.0595


[2]
Formula: C7H6MoNO7
Source: the Open Molecules 2025 dataset
Level of theory: ωB97M-V/def2-TZVPD

Summary:
Orbital gap (spin up / spin down) = 0.274 / 0.237 Eh
⟨S²⟩ = 2.016
HOMO (spin up / spin down) = -22.347 / -22.106 eV
Spin multiplicity = 3
Total charge = +3
ΔE to the lowest compared entry with this formula, charge and spin = 0.000 eV
DFT total energy = -24995.354 eV

Last column: Mulliken charge in e.
CARTESIAN COORDINATES (ANGSTROEM)
O 1.376 1.554 -4.083  -0.073
C 1.272 0.801 -3.216  0.086
Mo -0.605 -0.118 -0.333  0.453
O -0.585 2.472 -2.125  -0.048
C -0.589 1.541 -1.408  0.438
C -1.827 -0.073 1.258  0.472
O -2.505 -0.060 2.210  -0.081
C 1.415 -0.662 0.036  -0.020
O 1.886 -1.001 1.127  -0.318
C -1.107 -1.657 -1.422  0.608
O -1.396 -2.616 -2.024  -0.018
H 2.137 -0.540 -0.836  0.487
N 0.706 0.177 3.720  -0.169
C 1.830 1.081 3.382  -0.648
C 1.351 1.970 2.201  0.621
O 2.136 2.882 1.896  -0.092
O 0.243 1.652 1.713  -0.523
H -0.106 0.754 3.950  0.395
H 0.973 -0.456 4.482  0.399
H 0.455 -0.390 2.904  0.143
H 2.140 1.644 4.259  0.481
H 2.677 0.474 3.087  0.405

Forces on atoms 1 to 2 (eV/Å):
O -0.2234 -3.0277 3.2277
C 0.4416 2.6637 -3.3750


Question: Number 1 is which compound?
Answer: C10H22F6LiN3O6S2


Question: Among the records above, which one has the lowest ΔE to the lowest compared entry with this formula, charge and spin?
Answer: C7H6MoNO7